No. 1
23
Properties=species:S:1:pos:R:3 method="wB97M-V/def2-TZVPD" gap_ev="2.6 / 10.1" total_charge=-1 lumo_ev="3.53 / 3.44" fmax_ev_per_a=1.0 homo_ev="0.98 / -6.66" multiplicity=2
C -1.591 -0.692 1.728
C -1.285 0.517 0.841
C 0.120 1.091 1.007
C 1.264 0.098 1.103
C 2.598 -0.977 -0.463
N 1.437 -0.682 -0.089
H -2.568 -1.073 1.478
H -0.866 -1.482 1.551
H -1.450 -0.464 2.790
H -1.550 0.258 -0.173
H -1.974 1.319 1.141
H 0.295 1.785 0.182
H 0.138 1.702 1.920
H 1.046 -0.571 1.944
H 2.170 0.655 1.390
H 2.657 -1.580 -1.361
H 3.500 -0.629 0.035
H -1.158 -0.565 -3.148
H -2.235 -1.435 -2.396
O -1.645 -0.658 -2.313
H 0.077 1.845 -2.559
H 0.282 0.392 -2.098
O 0.738 1.144 -2.511

***

No. 2
23
Properties=species:S:1:pos:R:3 method="wB97M-V/def2-TZVPD" gap_ev="2.5 / 9.4" total_charge=-1 lumo_ev="3.38 / 3.27" fmax_ev_per_a=3.1 homo_ev="0.89 / -6.12" multiplicity=2
C 1.888 -0.077 1.447
N 1.678 0.012 0.009
C 1.096 -1.285 -0.431
C 0.449 -1.000 -1.766
C 0.143 0.531 -1.682
C 0.655 1.015 -0.312
H 2.607 -0.836 1.741
H 2.351 0.874 1.778
H 0.896 0.020 1.940
H 0.345 -1.702 0.254
H 1.791 -2.142 -0.385
H 1.229 -1.071 -2.544
H -0.250 -1.849 -2.047
H 0.432 1.031 -2.620
H -0.934 0.660 -1.887
H -0.195 0.833 0.331
H 1.074 2.003 -0.527
H -2.843 1.635 2.892
H -3.603 2.161 1.713
O -2.931 1.485 1.928
H -1.314 -1.042 -0.281
H -2.326 -0.493 0.689
O -2.237 -0.763 -0.242

***

No. 3
23
Properties=species:S:1:pos:R:3 method="wB97M-V/def2-TZVPD" gap_ev=9.7 total_charge=0 lumo_ev=0.61 fmax_ev_per_a=2.1 smiles=C[C@@H]1CCCN1.O.O homo_ev=-9.11
N -0.488 -3.037 -0.600
C -1.504 -2.321 -1.424
C -1.368 -0.810 -1.196
C -0.291 -0.669 -0.083
C 0.089 -2.045 0.406
C -0.461 -2.404 1.805
H 0.282 -3.198 -1.241
H -1.376 -2.595 -2.472
H -2.472 -2.703 -1.092
H -2.326 -0.371 -0.926
H -1.143 -0.290 -2.131
H -0.781 -0.021 0.647
H 0.538 -0.090 -0.498
H 1.140 -2.263 0.358
H -1.121 -3.256 1.703
H -0.904 -1.536 2.293
H 0.359 -2.730 2.452
H 1.370 6.816 -1.261
H 0.185 7.114 -0.414
O 1.056 7.450 -0.636
H 2.919 2.239 1.304
H 3.407 3.529 1.874
O 2.889 3.188 1.133

***

Relative energy (zero: lowest compared OMol25 entry of this formula, charge and spin) in kJ/mol, matching the order above: 85.2; 136.6; 125.6